(1)
Computed, not measured: 2 unconnected molecules or ions with the total composition C9H11O2, with ωB97M-V with the def2-TZVPD basis set.

The geometry in XYZ format:
```
22
Properties=species:S:1:pos:R:3
C -1.96 1.24 3.26
C -2.53 2.17 2.16
O -1.73 2.56 1.27
O -3.75 2.44 2.28
H -1.85 1.86 4.15
H -0.96 0.88 3.02
H -2.69 0.46 3.46
C 1.43 -3.06 -3.07
C 0.56 0.05 -1.05
C 0.54 -0.94 -2.04
C 1.59 0.09 -0.12
C 1.48 -1.96 -2.04
C 2.56 -0.90 -0.14
C 2.49 -1.93 -1.09
H -0.24 0.78 -1.08
H -0.29 -0.90 -2.73
H 1.60 0.94 0.54
H 3.33 -0.97 0.62
H 2.04 -2.81 -3.94
H 0.40 -3.29 -3.35
H 3.27 -2.68 -1.01
H 1.79 -4.02 -2.68
```

Summary:
charge = -1
HOMO = -3.9 eV

(2)
Computed, not measured: 2 unconnected molecules or ions with the total composition C9H11O2, with ωB97M-V with the def2-TZVPD basis set.

The geometry in XYZ format:
```
22
Properties=species:S:1:pos:R:3
C 0.76 2.32 -3.45
C 1.06 1.79 -2.19
C 1.10 3.64 -3.73
C 1.69 2.58 -1.23
C 1.73 4.43 -2.76
C 2.04 3.90 -1.50
C 2.76 4.74 -0.47
H 0.26 1.70 -4.21
H 0.79 0.75 -1.96
H 0.86 4.07 -4.71
H 1.92 2.15 -0.25
H 1.99 5.47 -2.99
H 2.47 4.43 0.55
H 2.50 5.81 -0.60
H 3.85 4.63 -0.58
O 2.00 0.63 3.02
O 1.63 2.78 3.69
C 1.55 1.52 3.80
C 0.85 1.00 5.08
H 1.60 0.88 5.87
H 0.08 1.71 5.42
H 0.37 0.02 4.90
```

Summary:
charge = -1
HOMO = -3.9 eV

(3)
Computed, not measured: a molecular structure, C9H11O3, with ωB97M-V with the def2-TZVPD basis set.

The geometry in XYZ format:
```
23
Properties=species:S:1:pos:R:3
C 0.73 -0.47 -4.16
C 1.62 -0.12 -2.92
O 1.42 -0.86 -1.81
O 2.66 0.47 -3.06
H 0.29 -1.51 -3.88
H 1.36 -0.65 -5.10
H 0.05 0.47 -3.94
C -3.30 -0.21 3.10
C -0.28 1.39 1.61
C 0.42 0.35 0.91
C -1.49 1.19 2.24
C -2.09 -0.02 2.27
C -0.12 -1.02 1.02
C -1.38 -1.05 1.52
O 1.58 0.54 0.27
H 0.31 2.43 1.74
H -1.86 2.10 2.84
H 0.28 -2.06 0.65
H 2.03 0.04 -0.79
H -4.13 -0.83 2.78
H -3.65 0.82 3.54
H -1.96 -1.96 1.27
H -2.73 -0.29 4.11
```

Summary:
charge = -1
HOMO = -3.9 eV

(4)
Computed, not measured: a molecular structure, C9H11O3, with ωB97M-V with the def2-TZVPD basis set.

The geometry in XYZ format:
```
23
Properties=species:S:1:pos:R:3
C 1.12 -0.92 -4.36
C 0.73 -0.05 -3.17
O 1.79 0.45 -2.63
O -0.42 0.09 -2.78
H 1.46 -0.42 -5.29
H 0.34 -1.55 -4.80
H 1.98 -1.47 -4.00
C -2.28 0.05 3.29
C 1.02 0.39 0.64
C 0.70 1.52 1.50
C 0.26 -0.79 0.66
C -0.54 1.43 2.09
C -0.78 -0.94 1.60
C -1.16 0.20 2.30
O 1.92 0.84 -0.23
H 1.77 0.72 -1.47
H 1.52 2.19 1.70
H 0.47 -1.53 -0.09
H -1.01 2.27 2.64
H -1.13 -1.94 1.80
H -1.93 -0.53 4.16
H -2.87 -0.85 2.92
H -2.98 0.86 3.53
```

Summary:
charge = -1
HOMO = -3.5 eV

(5)
Computed, not measured: a molecular structure, C9H11O3, with ωB97M-V with the def2-TZVPD basis set.

The geometry in XYZ format:
```
23
Properties=species:S:1:pos:R:3
C 2.77 2.41 3.29
C 1.48 1.51 3.12
O 0.96 1.64 1.99
O 1.27 0.62 3.96
H 3.61 1.86 2.91
H 3.01 2.58 4.32
H 2.82 3.46 2.93
C -1.12 -2.66 -3.04
C 0.02 -0.48 -0.23
C -1.08 0.42 -0.30
C 0.04 -1.55 -1.13
C -0.94 -1.49 -2.14
C -2.06 0.49 -1.27
C -2.05 -0.62 -2.11
O -1.01 1.38 0.66
H 0.71 -0.39 0.59
H 0.86 -2.25 -1.11
H -2.77 1.28 -1.08
H -0.08 1.29 1.30
H -1.14 -3.61 -2.50
H -0.31 -2.71 -3.81
H -2.88 -0.61 -2.80
H -2.10 -2.58 -3.54
```

Summary:
charge = -1
HOMO = -4.2 eV

Frontier orbital gap values (in eV) by entry order: 6.754, 7.083, 7.240, 7.084, 7.659.
Energy above the lowest of the compared OMol25 structures with the same formula, charge and spin values (in kcal/mol) by entry order: 7.9, 4.2, 97.7, 42.6, 28.6.
Strongest force on any atom values (in eV Å⁻¹) by entry order: 1.0, 0.7, 5.4, 3.1, 4.6.